{"formula": "C66H124O18", "method": "the ωB97M-V functional and the def2-TZVPD basis", "species": ["C", "C", "C", "C", "C", "C", "H", "H", "H", "H", "H", "H", "H", "H", "H", "H", "H", "H", "H", "H", "C", "C", "C", "C", "C", "C", "H", "H", "H", "H", "H", "H", "H", "H", "H", "H", "H", "H", "H", "H", "C", "C", "C", "C", "C", "C", "H", "H", "H", "H", "H", "H", "H", "H", "H", "H", "H", "H", "H", "H", "C", "C", "C", "C", "C", "C", "H", "H", "H", "H", "H", "H", "H", "H", "H", "H", "H", "H", "H", "H", "C", "C", "C", "C", "C", "C", "H", "H", "H", "H", "H", "H", "H", "H", "H", "H", "H", "H", "H", "H", "O", "C", "O", "C", "C", "C", "H", "H", "H", "H", "H", "H", "O", "C", "O", "C", "C", "C", "H", "H", "H", "H", "H", "H", "O", "C", "O", "C", "C", "C", "H", "H", "H", "H", "H", "H", "O", "C", "O", "C", "C", "C", "H", "H", "H", "H", "H", "H", "O", "C", "O", "C", "C", "C", "H", "H", "H", "H", "H", "H", "O", "C", "O", "C", "C", "C", "H", "H", "H", "H", "H", "H", "O", "C", "O", "C", "C", "C", "H", "H", "H", "H", "H", "H", "O", "C", "O", "C", "C", "C", "H", "H", "H", "H", "H", "H", "O", "C", "O", "C", "C", "C", "H", "H", "H", "H", "H", "H"], "coordinates": [[-0.04, 5.77, 6.21], [1.26, 5.19, 5.64], [1.14, 5.05, 4.14], [2.52, 4.49, 3.67], [2.74, 4.55, 2.12], [1.64, 3.79, 1.36], [-0.35, 6.65, 5.65], [0.08, 6.06, 7.25], [-0.85, 5.04, 6.22], [2.10, 5.77, 6.01], [1.58, 4.24, 6.05], [0.86, 6.02, 3.74], [0.38, 4.28, 4.01], [3.30, 5.05, 4.18], [2.59, 3.45, 3.98], [2.81, 5.58, 1.78], [3.74, 4.22, 1.84], [0.64, 4.21, 1.44], [1.91, 3.74, 0.30], [1.62, 2.77, 1.76], [-2.39, -0.25, -2.76], [-2.16, -0.16, -4.24], [-2.47, 1.21, -4.86], [-2.10, 1.16, -6.32], [-2.33, 2.46, -7.00], [-1.94, 2.46, -8.46], [-1.99, -1.19, -2.38], [-3.46, -0.20, -2.58], [-1.91, 0.59, -2.27], [-1.10, -0.36, -4.39], [-2.67, -0.96, -4.78], [-1.91, 2.07, -4.49], [-3.53, 1.43, -4.77], [-1.04, 0.92, -6.38], [-2.64, 0.33, -6.76], [-3.39, 2.73, -6.91], [-1.82, 3.23, -6.42], [-0.88, 2.27, -8.61], [-2.54, 1.68, -8.92], [-2.08, 3.47, -8.84], [-1.58, 2.47, -0.13], [-2.39, 3.44, -1.08], [-2.63, 4.83, -0.47], [-3.38, 5.76, -1.49], [-4.02, 6.93, -0.76], [-4.65, 7.84, -1.82], [-1.31, 1.49, -0.54], [-2.05, 2.33, 0.84], [-0.58, 2.83, 0.12], [-1.80, 3.47, -2.00], [-3.30, 2.95, -1.41], [-1.72, 5.34, -0.18], [-3.14, 4.71, 0.49], [-2.64, 6.10, -2.21], [-4.13, 5.27, -2.12], [-4.61, 6.64, 0.11], [-3.24, 7.61, -0.42], [-3.87, 8.23, -2.47], [-5.42, 7.33, -2.41], [-4.99, 8.74, -1.30], [-3.16, -3.94, -0.33], [-4.01, -4.10, -1.67], [-3.23, -4.95, -2.72], [-2.15, -4.21, -3.55], [-1.49, -5.16, -4.51], [-1.22, -4.59, -5.87], [-3.78, -3.61, 0.51], [-2.37, -3.20, -0.45], [-2.75, -4.90, -0.03], [-4.97, -4.58, -1.51], [-4.13, -3.10, -2.09], [-4.02, -5.38, -3.35], [-2.85, -5.85, -2.24], [-2.52, -3.33, -4.08], [-1.31, -3.79, -2.99], [-0.63, -5.67, -4.06], [-2.23, -5.96, -4.62], [-0.85, -5.45, -6.42], [-2.15, -4.16, -6.23], [-0.43, -3.84, -5.76], [-6.80, 1.85, 5.22], [-5.83, 0.79, 4.74], [-6.25, 0.16, 3.41], [-5.15, -0.82, 2.95], [-5.23, -1.17, 1.41], [-4.31, -0.35, 0.52], [-6.81, 2.78, 4.66], [-6.65, 2.05, 6.29], [-7.81, 1.44, 5.23], [-4.89, 1.33, 4.60], [-5.65, 0.04, 5.50], [-6.34, 0.95, 2.67], [-7.24, -0.29, 3.46], [-4.17, -0.36, 3.12], [-5.12, -1.73, 3.55], [-5.11, -2.24, 1.24], [-6.25, -0.95, 1.08], [-4.47, -0.53, -0.54], [-4.36, 0.71, 0.74], [-3.29, -0.73, 0.58], [-0.06, -2.25, 5.81], [-0.44, -2.92, 4.84], [0.23, -2.96, 3.65], [-0.52, -3.60, 2.62], [-1.93, -3.64, 3.14], [-1.75, -3.63, 4.66], [-0.27, -4.66, 2.59], [-0.50, -3.04, 1.69], [-2.46, -4.52, 2.77], [-2.43, -2.71, 2.89], [-1.79, -4.62, 5.10], [-2.48, -2.93, 5.08], [5.86, 0.84, 3.16], [5.70, 1.33, 2.06], [4.47, 1.56, 1.62], [4.43, 1.91, 0.26], [5.86, 2.07, -0.15], [6.72, 1.66, 1.00], [3.81, 2.80, 0.16], [4.04, 1.08, -0.34], [6.00, 3.10, -0.49], [6.11, 1.54, -1.07], [7.48, 2.31, 1.44], [7.25, 0.75, 0.71], [0.06, -2.59, -1.36], [0.37, -1.79, -0.51], [-0.60, -1.16, 0.19], [0.00, -0.27, 1.14], [1.39, -0.11, 0.65], [1.75, -1.33, -0.16], [-0.04, -0.71, 2.14], [-0.52, 0.67, 1.28], [2.11, 0.09, 1.44], [1.44, 0.86, 0.16], [2.12, -2.05, 0.58], [2.41, -1.23, -1.02], [1.78, 0.06, -5.44], [1.96, -1.14, -5.52], [2.12, -1.82, -6.69], [2.95, -2.98, -6.50], [2.79, -3.31, -4.97], [2.09, -2.14, -4.36], [4.00, -2.93, -6.81], [2.46, -3.69, -7.17], [3.75, -3.60, -4.52], [2.20, -4.20, -4.75], [2.76, -1.81, -3.56], [1.07, -2.35, -4.03], [-0.27, 1.67, 3.60], [-0.76, 1.26, 4.64], [-1.79, 0.34, 4.75], [-2.28, 0.24, 6.09], [-1.76, 1.57, 6.66], [-0.48, 1.78, 5.97], [-1.91, -0.68, 6.55], [-3.37, 0.28, 6.05], [-1.60, 1.58, 7.73], [-2.44, 2.37, 6.38], [0.38, 1.27, 6.40], [-0.17, 2.81, 5.80], [3.87, 3.47, -5.23], [3.00, 2.90, -4.53], [1.71, 3.26, -4.72], [0.90, 2.61, -3.81], [1.81, 2.10, -2.70], [3.16, 2.00, -3.34], [0.52, 1.78, -4.40], [0.09, 3.21, -3.40], [1.46, 1.18, -2.25], [1.81, 2.94, -2.00], [3.40, 1.00, -3.71], [3.97, 2.31, -2.68], [2.74, 0.97, 6.43], [2.89, -0.01, 5.73], [3.60, -1.06, 6.21], [3.71, -2.18, 5.28], [3.28, -1.54, 3.94], [2.52, -0.23, 4.31], [3.06, -2.98, 5.64], [4.66, -2.69, 5.15], [2.62, -2.21, 3.39], [4.12, -1.23, 3.31], [1.44, -0.34, 4.20], [2.85, 0.60, 3.68], [4.82, -0.76, -2.02], [5.50, -1.58, -1.41], [5.48, -1.49, -0.07], [5.92, -2.73, 0.47], [6.91, -3.19, -0.57], [6.22, -2.87, -1.86], [5.09, -3.39, 0.74], [6.44, -2.48, 1.40], [7.18, -4.23, -0.35], [7.86, -2.68, -0.46], [5.50, -3.64, -2.16], [6.96, -2.57, -2.59], [2.32, -4.74, 0.96], [2.21, -5.34, -0.07], [3.31, -5.71, -0.72], [3.03, -6.54, -1.85], [1.60, -7.00, -1.66], [0.99, -5.90, -0.75], [3.67, -7.41, -2.03], [3.16, -5.95, -2.75], [1.53, -8.01, -1.26], [1.06, -7.06, -2.60], [0.30, -6.17, 0.05], [0.57, -5.12, -1.39]], "lowdin_charge": [-0.104, -0.303, -0.221, -0.179, -0.233, -0.112, 0.071, 0.067, 0.056, 0.106, 0.101, 0.118, 0.095, 0.105, 0.105, 0.099, 0.080, 0.067, 0.047, 0.063, -0.095, -0.260, -0.219, -0.267, -0.300, -0.108, 0.054, 0.070, 0.055, 0.094, 0.102, 0.093, 0.119, 0.113, 0.120, 0.112, 0.111, 0.075, 0.076, 0.071, -0.097, -0.230, -0.199, -0.225, -0.278, -0.124, 0.034, 0.071, 0.043, 0.078, 0.100, 0.107, 0.105, 0.112, 0.107, 0.108, 0.102, 0.071, 0.070, 0.065, -0.085, -0.206, -0.206, -0.212, -0.304, -0.093, 0.033, 0.048, 0.060, 0.095, 0.089, 0.102, 0.103, 0.098, 0.084, 0.093, 0.097, 0.075, 0.084, 0.061, -0.118, -0.288, -0.216, -0.200, -0.241, -0.102, 0.076, 0.067, 0.068, 0.096, 0.104, 0.113, 0.113, 0.090, 0.100, 0.073, 0.096, 0.054, 0.076, 0.057, 0.084, -0.418, 0.006, -0.151, -0.148, -0.060, 0.129, 0.113, 0.119, 0.113, 0.134, 0.121, 0.105, -0.476, 0.026, -0.173, -0.158, -0.060, 0.100, 0.104, 0.120, 0.108, 0.134, 0.122, 0.076, -0.481, 0.013, -0.150, -0.155, -0.030, 0.111, 0.091, 0.106, 0.099, 0.125, 0.116, 0.118, -0.409, 0.017, -0.113, -0.153, -0.075, 0.120, 0.118, 0.099, 0.096, 0.107, 0.116, 0.097, -0.444, -0.004, -0.135, -0.137, -0.102, 0.116, 0.100, 0.126, 0.125, 0.130, 0.112, 0.064, -0.419, 0.047, -0.196, -0.140, -0.083, 0.097, 0.117, 0.113, 0.108, 0.110, 0.119, 0.086, -0.465, 0.030, -0.109, -0.123, -0.066, 0.113, 0.116, 0.090, 0.094, 0.099, 0.110, 0.073, -0.439, 0.018, -0.147, -0.170, -0.049, 0.129, 0.132, 0.124, 0.125, 0.124, 0.129, 0.114, -0.513, 0.033, -0.148, -0.136, -0.044, 0.127, 0.111, 0.116, 0.103, 0.128, 0.110], "e_tot_ev": -107308.7872, "de_lowest_kcal_mol": 0.00, "spin_multiplicity": 1}